Below is an isolated molecule of C20H26N4O5, with properties calculated with ωB97M-V/def2-TZVPD.

```
55
Properties=species:S:1:pos:R:3:forces:R:3:mulliken_charge:R:1
C -1.5297 -4.3088 0.5211 -0.04 -0.06 0.03 -0.82
O -0.4379 -3.4255 0.4117 0.10 -0.04 0.22 -0.41
C -0.3770 -2.7260 -0.8107 0.00 0.22 -0.22 -0.56
C -1.4877 -1.6622 -0.9660 0.02 -0.19 0.27 -0.87
N -0.9507 -0.4249 -1.4963 -0.22 -0.21 -0.13 0.58
C -0.5760 -0.4273 -2.8927 -0.04 0.40 -0.53 -1.16
C -1.6620 0.2312 -3.7684 0.05 -0.27 0.21 -0.24
O -1.4325 0.0753 -5.1449 -0.06 -0.12 -0.04 -0.41
C -0.3896 0.8685 -5.6607 0.03 0.00 -0.01 -0.63
C -0.8444 0.6233 -0.6467 -0.04 0.23 -0.12 0.78
O -1.2888 0.5866 0.4830 0.02 0.26 0.19 -0.65
C -0.0796 1.8723 -1.1044 -0.06 -0.13 0.06 -1.13
N 1.2100 1.8633 -0.4492 -0.16 -0.10 -0.18 0.34
C 2.1914 0.9022 -0.6962 0.16 0.19 -0.19 0.04
O 2.1079 0.0021 -1.4971 -0.09 -0.31 -0.20 -0.62
N 3.2573 1.2320 0.0697 0.36 0.04 0.11 -0.14
C 2.9280 2.2327 1.0512 0.23 0.27 0.54 0.15
C 2.8026 1.6359 2.4714 -0.12 -0.05 -0.28 -1.04
C 1.7364 0.5906 2.5277 0.22 -0.11 -0.07 0.55
C 1.7746 -0.6707 1.9979 0.23 0.18 0.08 -0.81
N 0.5963 -1.3174 2.2301 -0.07 -0.25 -0.10 0.17
C -0.2456 -0.4731 2.8909 -0.01 0.44 0.39 -0.93
C -1.5456 -0.6693 3.3381 -0.08 -0.07 0.02 -0.75
C -2.1588 0.3760 3.9905 -0.10 -0.20 -0.06 -0.64
C -1.4990 1.5910 4.1965 0.01 0.28 0.09 -0.88
C -0.2096 1.7908 3.7621 -0.04 -0.02 0.01 -0.32
C 0.4376 0.7470 3.1024 -0.21 -0.43 -0.02 1.59
C 1.5707 2.7220 0.5585 0.30 0.07 -0.06 0.33
O 0.9404 3.6686 0.9413 -0.08 0.15 0.22 -0.65
H -1.5313 -5.0316 -0.3028 0.00 0.00 0.01 0.31
H -2.4851 -3.7750 0.5284 -0.01 -0.01 0.01 0.35
H -1.4048 -4.8373 1.4644 -0.10 -0.04 -0.03 0.27
H 0.5929 -2.2210 -0.8098 -0.09 -0.01 -0.09 0.30
H -0.4019 -3.4433 -1.6432 0.06 0.02 0.07 0.51
H -1.8898 -1.4264 0.0235 -0.02 -0.13 -0.17 0.54
H -2.2948 -2.0175 -1.6121 -0.02 0.02 0.04 0.20
H -0.4632 -1.4642 -3.2129 0.05 0.04 -0.01 0.35
H 0.3930 0.0555 -3.0228 -0.08 -0.14 -0.01 0.36
H -2.6215 -0.2583 -3.5793 0.05 0.10 0.11 0.30
H -1.7624 1.2965 -3.5103 0.00 -0.04 0.02 0.29
H 0.5910 0.5505 -5.2923 0.01 0.04 -0.02 0.26
H -0.4212 0.7442 -6.7412 0.09 0.07 0.01 0.27
H -0.5397 1.9265 -5.4133 0.01 0.00 -0.01 0.27
H 0.0566 1.9476 -2.1824 -0.03 0.03 0.05 0.42
H -0.6081 2.7504 -0.7231 0.04 -0.16 -0.11 0.37
H 4.0171 0.5857 0.2028 -0.13 -0.07 -0.11 0.35
H 3.6599 3.0478 1.0484 -0.20 -0.01 -0.03 0.35
H 3.7743 1.2201 2.7529 0.01 0.14 0.04 0.44
H 2.5568 2.4458 3.1578 0.11 0.03 0.05 0.31
H 2.5734 -1.1760 1.4861 0.11 -0.08 -0.07 0.44
H 0.3356 -2.2109 1.8387 -0.04 -0.02 -0.05 0.28
H -2.0546 -1.6070 3.1680 -0.08 -0.08 0.00 0.43
H -3.1729 0.2626 4.3461 -0.07 -0.03 0.02 0.39
H -2.0216 2.3892 4.7038 -0.02 0.06 0.04 0.39
H 0.2837 2.7395 3.9140 0.03 0.11 0.02 0.36
```
Forces are in eV/Å.

Values from the calculation:
Total charge: 0
2S+1: 1
LUMO energy (eV): 0.669
SMILES: COCCN(CCOC)C(=O)CN1C(=O)N[C@H](Cc2c[nH]c3ccccc23)C1=O
Kohn-Sham gap (eV): 8.24



Below is a structure of composition C22H42Cl3DyN2O4SSi at a distorted geometry, with properties calculated with ωB97M-V/def2-TZVPD.

```
76
Properties=species:S:1:pos:R:3:forces:R:3:lowdin_spin:R:1
C 3.9001 0.3624 -3.2767 0.33 0.08 0.02 0.00
C 3.1693 1.1437 -2.2106 1.81 1.05 1.38 0.00
H 4.9232 0.7397 -3.3960 -0.21 0.14 -0.02 0.00
H 3.3877 0.4485 -4.2463 0.20 -0.10 0.25 0.00
H 4.0196 -0.6934 -3.0094 -0.19 0.08 -0.09 0.00
C 3.2708 2.5284 -2.1793 -0.14 -0.69 0.25 0.00
C 3.8719 3.3656 -3.2441 -0.04 0.45 -0.35 0.00
H 2.9939 3.0310 -1.2685 0.13 0.14 0.04 0.00
H 3.3471 3.3180 -4.2072 0.05 0.05 -0.14 0.00
H 4.9354 3.1692 -3.4523 0.00 -0.05 -0.04 0.00
H 3.8151 4.4072 -2.9073 0.09 0.00 -0.23 0.00
Dy -2.3826 -0.6059 0.9013 -0.19 0.74 0.44 5.04
Cl -0.3030 -2.2195 1.5294 -0.13 -0.24 0.01 -0.01
Cl -4.5932 -0.1341 -0.2375 -0.22 -0.16 -0.07 -0.02
H -5.5027 -4.9552 3.5419 0.06 0.25 -0.27 0.00
H -3.5509 -6.1658 3.7597 0.09 0.17 -0.16 0.00
C -5.1725 -4.2625 2.7575 -0.23 0.10 0.09 0.00
C -3.2463 -5.8893 2.7464 0.17 -0.08 -0.43 0.00
N -3.7967 -4.5848 2.3924 -0.20 0.29 -0.06 0.00
H -5.2194 -3.2307 3.1206 -0.02 -0.25 -0.05 0.00
C -3.0661 -3.6784 1.7584 0.00 0.70 0.07 0.00
O -3.4186 -2.4777 1.5950 -0.17 -1.85 0.20 0.00
H -2.1610 -5.8110 2.6990 -0.02 -0.14 0.11 0.00
H -2.0955 -4.0183 1.3783 -0.07 0.07 0.24 0.00
H -5.8312 -4.3427 1.8787 0.19 -0.04 0.32 0.00
H -3.5589 -6.6822 2.0545 -0.10 0.22 0.13 0.00
H -0.8150 1.8764 -2.7788 -0.17 0.25 0.11 0.00
H 0.4411 4.5454 -1.4930 -0.30 0.00 -0.17 0.00
C -1.6259 2.5704 -2.5098 0.15 -0.25 -0.12 0.00
C -0.6585 4.6288 -1.4738 0.38 -0.17 0.43 0.00
N -1.2851 3.3132 -1.2980 -0.35 -0.15 0.52 0.00
H -2.5443 1.9952 -2.3600 0.13 0.14 0.03 0.00
C -1.5156 2.8151 -0.0667 -0.43 -0.13 -0.42 0.00
O -2.1435 1.7731 0.1949 0.57 0.84 -0.11 0.00
H -0.9376 5.2842 -0.6387 0.02 -0.12 -0.26 0.00
H -1.0957 3.4359 0.7419 -0.21 -0.01 -0.16 0.00
H -1.7447 3.2942 -3.3220 -0.14 -0.22 0.15 0.00
H -1.0042 5.0679 -2.4173 0.07 -0.11 0.35 0.00
O 1.7186 0.3761 -1.9919 -2.35 -0.96 -0.46 0.00
C 2.6816 0.3526 -1.0017 0.46 0.91 -1.26 0.00
C 1.5365 2.2281 0.2572 0.33 -0.12 -0.18 0.00
C 2.3343 1.0692 0.2538 0.17 -0.53 0.79 0.00
H 0.9532 2.4478 -0.6387 0.61 0.05 0.13 0.00
C 1.5663 3.0951 1.3454 -0.26 -0.45 0.31 0.00
H 3.2314 -0.5972 -0.9084 -0.26 -0.06 0.60 0.00
C 2.8856 0.6281 1.4685 0.11 0.37 -0.13 0.00
H 1.1768 4.1099 1.2631 -0.26 -0.28 0.06 0.00
C 2.1282 2.6676 2.5481 0.56 -0.22 0.08 0.00
C 2.7709 1.4208 2.6109 0.00 0.21 0.28 0.00
H 3.4340 -0.3248 1.4926 -0.22 0.52 0.01 0.00
H 2.0722 3.2950 3.4396 0.19 -0.04 -0.27 0.00
H 3.2377 1.0978 3.5529 -0.28 0.11 -0.40 0.00
Si 0.0049 -1.8523 -2.4565 -1.10 0.11 0.65 0.00
Cl -0.7090 -0.2450 -0.9434 1.12 -0.63 -1.94 -0.01
C -1.7421 -2.1838 -3.1234 0.10 0.03 -0.09 0.00
C 0.4394 -3.3436 -1.4287 0.19 -0.10 0.24 0.00
C 1.2267 -1.4052 -3.7523 0.34 -0.34 -0.58 0.00
H -2.5218 -1.9703 -2.3706 0.32 -0.05 -0.36 0.00
H -1.8434 -3.2415 -3.4187 0.12 0.28 0.05 0.00
H -1.9356 -1.5757 -4.0172 -0.10 -0.07 0.23 0.00
H 0.9677 -0.4636 -4.2596 0.20 -0.28 0.29 0.00
H 1.2990 -2.1994 -4.5139 -0.37 0.01 0.09 0.00
H 2.2198 -1.3186 -3.2972 -0.60 0.02 -0.27 0.00
H 1.3085 -3.1841 -0.7788 -0.15 -0.08 -0.18 0.00
H 0.6469 -4.1785 -2.1179 0.04 0.25 0.08 0.00
H -0.3955 -3.6451 -0.7760 0.29 0.21 -0.32 0.00
C -0.6298 1.8654 4.5472 0.00 0.06 0.16 0.00
S -0.2874 0.6944 3.2408 -0.50 -0.42 -0.18 0.00
C 0.2357 -0.7148 4.2510 0.03 0.02 0.08 0.00
O -1.7375 0.3950 2.7834 0.33 -0.11 0.47 -0.01
H 0.2925 2.0742 5.0970 -0.15 0.02 -0.10 0.00
H -1.3922 1.4217 5.2020 0.21 0.18 -0.19 0.00
H -1.0073 2.7783 4.0650 0.14 -0.32 0.18 0.00
H -0.5762 -0.9862 4.9362 0.13 0.10 -0.16 0.00
H 0.4794 -1.5531 3.5745 -0.17 0.62 0.39 0.00
H 1.1233 -0.3968 4.8093 -0.15 0.01 -0.10 0.00
```
Forces are in eV/Å.

Values from the calculation:
Total charge: 0
<S²>: 9.01
2S+1: 6
LUMO energy (spin up / spin down) (eV): -0.553 / 0.056
Kohn-Sham gap (spin up / spin down) (eV): 3.77 / 4.41



Below is a cluster of 4 separate species, C20H31Br3Cl2F3O11PS in total at a distorted geometry, with properties calculated with ωB97M-V/def2-TZVPD.

```
72
Properties=species:S:1:pos:R:3:forces:R:3:mulliken_charge:R:1
C 1.8678 0.7227 -0.8808 -0.22 0.30 0.22 -1.64
C 0.3387 0.6526 -0.9985 0.21 0.23 -0.17 0.14
C -0.2535 2.0223 -1.3931 0.12 -0.19 0.24 -0.91
Br -1.2559 1.9337 -3.0749 -0.11 0.02 -0.06 -0.12
P -1.2025 2.9696 -0.0128 0.47 -0.49 -1.18 0.37
Cl -1.8999 4.1222 1.8426 -0.14 0.21 0.43 -0.38
C -2.8327 2.1396 -0.1298 -0.28 0.05 0.55 -0.88
C -2.8387 0.6129 0.0044 -0.18 -0.03 -0.21 -0.24
C -4.1707 0.0968 0.5712 0.01 0.10 -0.07 -1.26
C -5.4682 0.6051 -0.0631 -0.10 -0.10 0.18 -0.84
S -5.8017 -0.0275 -1.7031 0.07 -0.06 0.12 1.01
O -7.2097 -0.0841 -1.9194 0.07 -0.02 0.06 -0.58
O -4.9687 -1.1664 -1.9343 -0.02 -0.10 -0.09 -0.45
Cl -5.1135 1.4576 -2.9089 0.14 0.14 -0.13 -0.19
C -1.0259 4.5884 -0.8604 -0.36 0.29 0.03 -0.86
C -2.4018 5.0990 -1.3322 0.07 -0.06 0.10 -1.21
C -2.4156 6.6051 -1.5921 0.00 0.04 -0.01 0.54
F -1.2360 6.9980 -2.1413 0.20 0.08 -0.23 -0.30
Br -3.8176 7.0011 -2.8643 -0.18 -0.02 0.03 -0.07
C -2.5791 7.4484 -0.2946 -0.02 0.12 -0.34 0.47
F -3.5223 6.9088 0.4639 -0.57 -0.17 0.28 -0.18
F -1.4296 7.3859 0.3791 0.42 -0.09 0.24 -0.20
Br -2.9913 9.3185 -0.5552 0.07 0.05 -0.08 -0.10
H 2.2571 -0.1328 -0.3279 0.00 -0.02 -0.21 0.40
H 2.3400 0.7819 -1.8643 -0.01 -0.04 0.08 0.34
H 2.1432 1.6256 -0.3210 0.08 -0.12 -0.06 0.41
H 0.0619 -0.0923 -1.7414 -0.06 -0.03 0.18 0.01
H -0.0505 0.3200 -0.0354 -0.16 -0.03 -0.02 0.07
H 0.5803 2.6770 -1.6615 -0.09 -0.05 0.08 0.89
H -0.2436 2.4807 0.8770 -0.05 0.07 0.19 0.19
H -3.4208 2.5466 0.6960 0.12 0.07 -0.15 1.05
H -3.3081 2.4703 -1.0548 0.18 -0.08 -0.10 0.20
H -2.0720 0.3050 0.7140 0.05 -0.11 -0.04 0.29
H -2.6284 0.1187 -0.9469 0.11 0.11 0.02 0.17
H -4.1763 -0.9943 0.5175 0.03 0.08 0.13 0.42
H -4.2178 0.3857 1.6273 -0.10 -0.08 -0.08 0.50
H -6.3368 0.2105 0.4761 0.13 0.09 0.05 0.47
H -5.5644 1.6918 -0.0877 0.01 -0.08 -0.11 0.44
H -0.3813 4.4720 -1.7298 0.01 0.06 0.10 0.47
H -0.5835 5.2862 -0.1512 0.05 -0.15 -0.05 0.60
H -2.6682 4.6040 -2.2675 0.05 0.00 0.09 0.41
H -3.1825 4.8800 -0.6014 0.04 0.05 -0.03 0.52
O 1.0893 -2.3949 -1.2422 -0.13 -0.02 0.02 -0.51
C 0.0895 -2.9408 -1.5933 0.04 -0.02 -0.05 0.58
O 0.0530 -4.1654 -2.1568 0.04 -0.06 -0.01 -0.35
C -1.3160 -4.5823 -2.2559 -0.09 -0.01 0.02 -0.37
C -2.0530 -3.2554 -2.2377 -0.03 -0.05 -0.07 -0.27
O -1.1488 -2.4249 -1.4904 -0.04 0.05 0.02 -0.14
H -1.4567 -5.1552 -3.1674 0.07 0.03 -0.03 0.31
H -1.5514 -5.2027 -1.3904 -0.01 0.00 0.00 0.27
H -2.1742 -2.8253 -3.2319 0.00 0.00 -0.01 0.26
H -3.0139 -3.2881 -1.7388 -0.05 0.07 0.10 0.26
O 6.4739 -3.2959 1.3695 -0.02 -0.02 -0.05 -0.61
C 5.6950 -3.6531 0.5404 0.03 0.01 0.04 0.65
O 5.8839 -4.7024 -0.2861 0.01 -0.02 -0.02 -0.33
C 4.6489 -4.9708 -0.9641 -0.08 -0.01 0.00 -0.35
C 3.9388 -3.6313 -0.8867 0.09 -0.15 -0.11 0.06
O 4.5041 -3.0692 0.3081 -0.05 0.04 0.00 -0.27
H 4.8533 -5.3065 -1.9765 0.09 0.04 0.01 0.30
H 4.1205 -5.7542 -0.4186 -0.01 0.01 0.00 0.29
H 4.1888 -2.9824 -1.7273 0.01 0.02 0.01 0.24
H 2.8608 -3.6964 -0.7993 0.06 0.05 0.12 0.01
O 4.4598 -4.7487 7.3354 0.02 0.02 -0.03 -0.53
C 5.0531 -4.1406 6.5045 -0.02 -0.01 0.02 0.67
O 4.7433 -4.1250 5.1888 -0.03 -0.01 -0.03 -0.32
C 5.5286 -3.1135 4.5416 0.07 0.09 0.00 0.12
C 6.7085 -2.9820 5.4859 0.02 -0.01 -0.07 -0.33
O 6.1369 -3.3650 6.7426 0.03 0.00 0.03 -0.34
H 5.8049 -3.4267 3.5410 -0.05 -0.09 0.02 -0.07
H 4.9387 -2.1969 4.4878 0.00 0.00 0.02 0.24
H 7.5131 -3.6771 5.2415 0.00 -0.01 -0.01 0.28
H 7.1073 -1.9743 5.5569 -0.05 0.01 0.07 0.29
```
Forces are in eV/Å.

Values from the calculation:
Total charge: 0
2S+1: 1
LUMO energy (eV): -0.022
SMILES: CC[C@@H](Br)[PH](Cl)(CCCCS(=O)(=O)Cl)CC[C@@](F)(Br)C(F)(F)Br.O=C1OCCO1.O=C1OCCO1.O=C1OCCO1
Kohn-Sham gap (eV): 9.49



Below is a structure of composition C7H10N5 at a distorted geometry, with properties calculated with ωB97M-V/def2-TZVPD.

```
22
Properties=species:S:1:pos:R:3:forces:R:3:mulliken_charge:R:1
C -0.6262 -2.8950 -1.0312 -1.56 0.19 0.75 -0.38
C 0.5873 -2.7209 -1.7045 -1.41 0.45 1.39 -0.73
C -1.1527 -1.8474 -0.2545 -0.86 0.15 -0.21 -0.86
C 1.2204 -1.4983 -1.5556 1.81 -0.99 -0.34 -0.31
C -0.4857 -0.6116 -0.1445 -1.24 -1.40 0.27 1.23
C 0.7236 -0.4367 -0.7942 -1.20 -1.46 -0.93 0.33
C 1.0795 1.9277 -0.6892 1.34 -1.36 -0.36 0.59
N 0.9844 3.0287 -0.2010 -0.13 2.26 0.48 -0.65
N -1.2441 0.3100 0.6340 -3.13 -1.38 0.50 0.36
N 1.3219 0.7691 -0.8416 0.96 1.49 0.11 -0.37
N 0.0626 1.6870 2.3034 -0.78 0.35 0.92 -0.45
N -1.1085 1.5248 0.9669 -0.20 0.72 0.95 -1.04
H -1.2594 -3.8127 -1.0757 0.92 0.73 -0.21 0.34
H 0.9493 -3.5638 -2.2499 0.63 -0.03 -0.42 0.44
H -2.2215 -1.8424 0.1802 1.90 -0.63 -0.66 0.20
H 2.2539 -1.4778 -1.9554 -0.85 0.69 0.06 0.36
H 1.1288 3.9331 -0.6358 -0.17 -0.31 -0.18 0.24
H -2.1597 -0.1247 1.1076 2.83 0.96 -1.55 0.27
H -0.5163 2.3617 2.8141 0.56 -0.36 0.19 0.33
H 0.7907 2.1934 1.8101 0.79 -0.25 0.55 0.32
H 0.2882 0.8549 2.9122 -0.02 1.20 -1.22 0.32
H -0.6166 2.2409 0.4045 -0.16 -0.99 -0.08 0.44
```
Forces are in eV/Å.

Values from the calculation:
Total charge: +1
2S+1: 1
LUMO energy (eV): -3.587
Kohn-Sham gap (eV): 8.70



Below is a cluster of 2 separate species, C5H12O in total, with properties calculated with ωB97M-V/def2-TZVPD.

```
18
Properties=species:S:1:pos:R:3:forces:R:3:mulliken_charge:R:1
C -0.0753 1.1154 1.6934 0.09 -0.07 -0.09 -0.86
C 0.6481 0.1606 1.1070 -0.06 0.10 0.10 -0.48
C 0.9704 0.0224 -0.3628 0.02 0.04 0.00 1.02
C 0.6061 -1.3878 -0.8510 -0.01 -0.07 -0.01 -1.28
C 0.3128 1.0847 -1.2409 -0.02 0.06 -0.02 -1.53
H -0.2443 1.1202 2.7674 0.07 -0.05 -0.16 0.27
H -0.5175 1.9374 1.1358 0.07 -0.12 0.01 0.27
H 1.0698 -0.6253 1.7375 -0.06 0.10 -0.07 0.27
H 2.0628 0.1288 -0.4508 -0.13 -0.01 0.03 0.22
H 1.0852 -2.1640 -0.2427 -0.06 0.13 -0.05 0.37
H -0.4789 -1.5313 -0.8057 0.17 0.01 -0.05 0.28
H 0.9266 -1.5345 -1.8879 -0.04 0.05 0.13 0.38
H 0.5914 2.0993 -0.9365 -0.03 -0.14 -0.02 0.38
H 0.6172 0.9577 -2.2851 -0.03 -0.01 0.15 0.42
H -0.7794 0.9991 -1.2031 0.13 0.01 0.00 0.28
O -2.5228 -0.6570 0.3371 0.08 -0.10 0.15 -0.68
H -1.7876 -0.1873 0.7596 -0.10 -0.04 -0.03 0.35
H -2.4847 -1.5383 0.7288 -0.09 0.12 -0.07 0.31
```
Forces are in eV/Å.

Values from the calculation:
Total charge: 0
2S+1: 1
LUMO energy (eV): 0.971
SMILES: C=CC(C)C.O
Kohn-Sham gap (eV): 10.96